[1]
{"formula": "C6H7F2N4", "method": "ωB97M-V with the def2-TZVPD basis set", "elements": ["C", "C", "C", "C", "C", "C", "N", "N", "N", "N", "F", "F", "H", "H", "H", "H", "H", "H", "H"], "positions_angstrom": [[-0.96411, 0.99518, 2.29568], [-0.04476, 0.06543, 1.81335], [-0.95426, 2.04493, 0.32182], [-0.00997, 1.21734, -0.24628], [1.29530, -0.75984, 0.11234], [-0.39454, -2.21859, -1.62306], [-1.32300, 2.01842, 1.55640], [2.36399, -1.26021, 0.49366], [0.46144, 0.25657, 0.55630], [0.51180, 1.19519, -1.52787], [-0.91779, -1.15079, -2.13810], [-1.32479, -2.67947, -0.81412], [-1.45690, 0.88710, 3.31395], [0.14680, -0.77489, 2.40396], [-1.28777, 2.97717, -0.27322], [0.10570, -2.72209, -2.43446], [2.83829, -2.15869, 0.30766], [0.21342, 1.87256, -2.20809], [0.74116, 0.19470, -1.90993]], "forces_ev_per_angstrom": [[0.5, -1.9, 1.6], [-2.0, 2.4, 0.5], [-0.4, 4.0, -2.0], [1.2, -1.1, -2.7], [2.2, -3.4, -1.5], [0.0, 0.8, 1.0], [-1.1, 0.5, 0.2], [-1.7, 1.6, 0.7], [0.5, -1.1, 2.2], [0.0, -1.9, 0.8], [-0.7, 2.3, -1.2], [0.7, -1.4, 0.1], [1.0, 0.1, -1.4], [1.0, -1.3, 0.3], [0.4, -1.8, 0.7], [0.1, -1.4, 0.4], [-0.8, 0.8, -0.5], [-0.2, 0.1, 0.0], [-0.5, 2.7, 1.0]], "nbo_charge": [0.00, 0.04, 0.00, 0.41, 0.41, 0.56, -0.29, -0.56, -0.37, -0.77, -0.34, -0.30, 0.25, 0.25, 0.24, 0.16, 0.44, 0.43, 0.43], "lumo_ev": [-5.08, -5.58], "multiplicity": 1, "orbital_gap_ev": [7.5, 7.1], "relative_energy_ev": 1.937, "charge": 1}

***

[2]
{"formula": "C6H7FIN2", "method": "ωB97M-V with the def2-TZVPD basis set", "elements": ["C", "N", "C", "C", "C", "C", "C", "F", "I", "N", "H", "H", "H", "H", "H", "H", "H"], "positions_angstrom": [[-1.78376, 1.88672, -0.19039], [-0.71624, 1.21249, -0.10245], [-0.49826, -0.23641, 0.04704], [0.85361, -0.51122, 0.01478], [1.43339, -1.77555, 0.24080], [1.53254, 0.76423, 0.00165], [2.82529, 1.10168, 0.16007], [3.24564, 2.29412, 0.17955], [4.65575, -0.33983, -0.22407], [0.47751, 1.72048, 0.09260], [-1.53670, 2.88308, -0.16532], [-2.73611, 1.49513, -0.40247], [-1.41294, -0.84002, 0.16795], [0.77480, -2.48976, 0.41368], [2.27154, -1.67128, 1.01956], [1.83152, -2.19192, -0.78582], [0.69949, 2.68672, 0.13519]], "forces_ev_per_angstrom": [[0.4, -0.3, -0.4], [0.4, -3.3, 1.0], [0.3, 0.1, -0.8], [-3.4, 2.2, 0.5], [5.5, 0.2, -2.1], [-0.3, 0.5, 0.6], [1.2, -4.2, -1.5], [0.4, 2.4, 0.4], [-2.2, 1.6, 0.6], [2.9, 0.5, -0.1], [-0.5, 2.5, 0.0], [-0.8, -0.7, 0.1], [0.9, 0.3, -0.2], [-3.2, -3.1, 1.6], [-1.2, -0.7, -1.3], [0.1, 1.0, 1.9], [-0.5, 0.9, -0.2]], "nbo_charge": [-0.06, -0.02, -0.09, 0.09, -0.66, -0.08, 0.41, -0.28, 0.16, -0.37, 0.20, 0.25, 0.26, 0.24, 0.26, 0.27, 0.43], "lumo_ev": -4.87, "multiplicity": 1, "orbital_gap_ev": 7.6, "smiles": "C=[n+]1cc(C)/c(=C(/F)I)[nH]1", "relative_energy_ev": 0.801, "charge": 1}

***

[3]
{"formula": "C6H7FN2O", "method": "ωB97M-V with the def2-TZVPD basis set", "elements": ["N", "C", "O", "C", "F", "C", "C", "C", "C", "N", "H", "H", "H", "H", "H", "H", "H"], "positions_angstrom": [[2.81138, -0.17561, -0.33144], [1.79363, 0.63266, -0.16311], [1.71467, 1.79928, -0.41800], [0.53905, -0.21314, 0.24282], [0.95564, -1.10102, 1.18079], [-0.71443, 0.83800, 0.98937], [-1.99062, 0.35851, 0.66301], [-2.21968, -0.38691, -0.39251], [-1.13094, -0.90079, -1.20308], [0.07731, -0.90603, -0.91392], [2.58595, -1.15341, -0.43971], [3.74892, 0.16488, -0.42262], [-0.34084, 1.72382, 0.42381], [-0.66612, 1.16283, 2.09986], [-2.67002, 0.42478, 1.47519], [-3.12194, -0.81394, -0.75309], [-1.37195, -1.45394, -2.03734]], "forces_ev_per_angstrom": [[1.5, -1.1, 0.0], [-2.6, -0.4, -0.4], [0.3, 1.5, 0.3], [-2.1, 2.4, 1.5], [0.1, -1.0, 0.3], [4.9, 0.9, 0.0], [-1.2, -0.8, 0.7], [0.3, -0.6, -1.8], [-1.2, 1.3, 1.1], [2.8, -0.1, 1.1], [0.5, 0.0, 0.3], [0.1, 0.0, -0.4], [-0.8, -0.2, 0.2], [0.6, -1.1, -1.8], [-1.3, 0.4, 0.2], [-1.2, 0.0, 0.5], [-0.8, -1.2, -2.0]], "nbo_charge": [-0.80, 0.63, -0.59, 0.44, -0.35, -0.52, -0.12, -0.31, 0.15, -0.47, 0.42, 0.41, 0.28, 0.24, 0.21, 0.22, 0.18], "lumo_ev": 0.25, "multiplicity": 1, "orbital_gap_ev": 9.4, "smiles": "NC(=O)[C@@]1(F)CC=CC=N1", "relative_energy_ev": 0.802, "charge": 0}

***

[4]
{"formula": "C6H7FO", "method": "ωB97M-V with the def2-TZVPD basis set", "elements": ["C", "C", "C", "C", "C", "F", "C", "O", "H", "H", "H", "H", "H", "H", "H"], "positions_angstrom": [[-2.54337, -0.68148, -0.23032], [-1.58828, 0.02079, -0.13283], [-0.40869, 0.78732, 0.04309], [-0.30303, 1.93281, 0.73296], [0.76630, 0.21802, -0.73420], [1.90086, 1.04244, -0.59041], [1.13489, -1.18087, -0.25956], [1.49440, -1.14433, 1.10905], [-3.43330, -1.38041, -0.37344], [-1.18830, 2.30356, 1.11408], [0.62382, 2.48826, 0.81828], [0.57886, 0.13270, -1.80326], [2.02553, -1.57082, -0.84525], [0.26991, -1.82390, -0.45506], [0.67040, -1.14409, 1.60689]], "forces_ev_per_angstrom": [[-2.9, -2.3, -0.6], [0.3, 0.7, 0.5], [1.5, 0.9, -0.6], [0.9, -1.4, -1.2], [1.0, -0.2, 0.3], [-0.7, -0.3, -0.1], [1.0, 0.0, -0.4], [-0.2, -0.4, -0.1], [1.9, 1.6, 0.3], [-1.5, 0.9, 1.1], [-0.1, -0.2, -0.1], [-0.4, 0.3, -0.2], [-1.0, 0.5, 0.7], [0.2, -0.1, 0.0], [0.1, 0.1, 0.2]], "nbo_charge": [-0.20, -0.07, -0.15, -0.30, 0.17, -0.36, -0.10, -0.70, 0.26, 0.20, 0.23, 0.18, 0.20, 0.18, 0.47], "lumo_ev": 0.67, "multiplicity": 1, "orbital_gap_ev": 10.3, "smiles": "C#CC(=C)[C@@H](F)CO", "relative_energy_ev": 2.569, "charge": 0}

***

Energy list, top to bottom, in eV: -17718.7099, -20122.7946, -14078.8871, -11097.4619